1.
Entry from OMol25: a structure of composition C37H26F6N5O8PSbW at a distorted geometry (ωB97M-V/def2-TZVPD).

The value obtained for the calculated total energy is -96564.6784 eV. Its frontier orbital gap (alpha / beta) is 6.49 / 6.94 eV. The calculation puts the largest force on an atom at 1.03 eV/Å. The calculation puts the LUMO energy (alpha / beta) at -7.32 / -7.70 eV. Its charge is +2. The calculation puts the relative energy (zero: lowest compared OMol25 entry of this formula, charge and spin) at 0.0 kJ/mol. Its spin multiplicity is 2.

Last column: Löwdin spin population.
Geometry (Å):
1 W -1.8302 1.5036 -0.3600  0.002
2 O -2.0758 0.5098 3.1946  0.000
3 C -1.3908 0.0855 2.3177  0.000
4 N -1.9208 0.0256 0.9420  0.000
5 C -3.1798 -0.6921 0.8701  0.000
6 O -3.8290 -1.0662 1.7886  0.000
7 C -3.5289 -0.9265 -0.5582  0.000
8 C -4.6241 -1.6555 -0.9298  0.000
9 C -4.8078 -1.8594 -2.2961  0.000
10 C -3.8884 -1.3295 -3.1875  0.001
11 C -2.8402 -0.5456 -2.7176  0.000
12 N -2.6668 -0.3550 -1.4089  0.000
13 C 0.0194 -0.3626 2.5352  0.002
14 C 0.5227 -0.1707 3.8166  0.001
15 C 1.8310 -0.5425 4.0758  0.000
16 C 2.5647 -1.1053 3.0471  0.000
17 C 1.9611 -1.2673 1.8073  0.002
18 N 0.7119 -0.8993 1.5307  0.027
19 H -5.2899 -2.0466 -0.1735  0.000
20 H -5.6540 -2.4277 -2.6586  0.000
21 H -3.9867 -1.4908 -4.2514  0.000
22 H -2.1375 -0.0744 -3.3877  0.000
23 H -0.1107 0.2569 4.5806  0.000
24 H 2.2635 -0.3969 5.0561  0.000
25 H 3.5893 -1.4181 3.1929  0.000
26 H 2.5294 -1.7173 1.0022  0.001
27 F -0.2759 0.9749 -1.1673  0.014
28 Sb -1.7371 3.8617 -3.2382  0.000
29 F -1.6451 3.3924 -0.7052  0.000
30 F 0.0767 3.7028 -2.7943  0.000
31 F -2.1043 1.9949 -2.5268  0.000
32 F -1.4681 3.0195 -4.8985  0.000
33 F -3.6528 1.7550 -0.5856  0.000
34 C -0.9814 -1.6012 -5.5619  0.059
35 C -0.2618 -0.4947 -5.1185  -0.005
36 C 0.4105 -0.5491 -3.9113  0.048
37 C 0.3655 -1.7232 -3.1415  0.060
38 C -0.3778 -2.8257 -3.5803  0.049
39 C -1.0411 -2.7591 -4.7940  -0.003
40 P 1.2910 -1.7374 -1.6289  0.476
41 C 2.8441 -0.8939 -1.8694  0.063
42 C 3.7406 -1.3436 -2.8446  0.016
43 C 4.9302 -0.6626 -3.0340  0.004
44 C 5.2164 0.4650 -2.2721  0.000
45 C 4.3180 0.9205 -1.3178  -0.001
46 C 3.1267 0.2422 -1.1102  0.010
47 C 1.4207 -3.3349 -0.8796  0.059
48 C 2.6610 -3.9569 -0.7130  0.036
49 C 2.7217 -5.1954 -0.0959  0.000
50 C 1.5616 -5.7989 0.3713  0.038
51 C 0.3287 -5.1689 0.2313  -0.003
52 C 0.2550 -3.9346 -0.3849  0.031
53 H -1.4860 -1.5641 -6.5187  0.003
54 H -0.2167 0.4034 -5.7200  -0.001
55 H 0.9812 0.3054 -3.5683  0.001
56 H -0.3981 -3.7396 -3.0015  0.002
57 H -1.5876 -3.6210 -5.1536  -0.001
58 H 3.5084 -2.2109 -3.4511  0.000
59 H 5.6336 -1.0074 -3.7796  0.001
60 H 6.1463 0.9945 -2.4306  0.000
61 H 4.5446 1.8040 -0.7367  0.000
62 H 2.4176 0.5925 -0.3706  0.003
63 H 3.5671 -3.4815 -1.0668  0.001
64 H 3.6764 -5.6892 0.0225  0.000
65 H 1.6173 -6.7638 0.8573  0.002
66 H -0.5663 -5.6394 0.6149  -0.001
67 H -0.6971 -3.4227 -0.4670  0.002
68 O -2.5269 2.5666 1.4095  0.000
69 C -1.3450 2.7637 1.8015  0.000
70 O -0.4581 2.1566 1.0691  0.000
71 C -0.9698 3.5215 2.9830  0.000
72 C -1.9212 4.2909 3.6474  0.000
73 C -1.5291 4.9516 4.7910  0.000
74 C -0.2508 4.8563 5.3107  0.000
75 C 0.6535 4.0633 4.6289  0.000
76 C 0.3302 3.4023 3.4651  0.000
77 N 2.0193 3.8934 5.1754  0.000
78 O 2.3262 4.5824 6.1157  0.000
79 O 2.7332 3.0866 4.6121  0.000
80 N -2.5260 5.7888 5.5032  0.000
81 O -2.1680 6.3024 6.5360  0.000
82 O -3.6191 5.8830 4.9912  0.000
83 H -2.9383 4.3778 3.2914  0.000
84 H 0.0236 5.3750 6.2186  0.000
85 H 1.0712 2.7971 2.9631  0.000

---

2.
Entry from OMol25: a structure of composition C37H27Cl3N3O2ReS2Si at a distorted geometry (ωB97M-V/def2-TZVPD).

The value obtained for the calculated total energy is -116626.2627 eV. Its frontier orbital gap (alpha / beta) is 7.03 / 7.39 eV. The calculation puts the largest force on an atom at 1.24 eV/Å. The calculation puts the LUMO energy (alpha / beta) at 2.27 / 1.94 eV. Its charge is -1. The calculation puts the relative energy (zero: lowest compared OMol25 entry of this formula, charge and spin) at 36.0 kJ/mol. Its spin multiplicity is 4.

Last column: Löwdin spin population.
Geometry (Å):
1 Re 0.9203 0.4252 -0.7112  2.221
2 O -0.6722 0.5652 -1.7195  0.149
3 C -1.7736 0.0669 -2.4252  0.019
4 C -1.9036 -1.4537 -2.2131  0.003
5 C -1.6812 -1.9258 -0.8037  0.006
6 C -2.7067 -2.4779 -0.0497  0.002
7 C -2.4033 -3.0503 1.1770  0.001
8 C -1.0922 -3.0572 1.6167  0.002
9 C -0.1224 -2.4411 0.8336  0.005
10 C 1.2994 -2.2956 1.2793  0.012
11 C 1.4954 -0.9481 2.0107  0.020
12 O 1.0056 0.1002 1.2094  0.128
13 C 2.9675 -0.6841 2.3438  0.005
14 C 4.0152 -1.4879 1.9228  0.001
15 C 5.3354 -1.1073 2.1615  0.001
16 C 5.6127 0.0768 2.8223  0.000
17 C 4.5636 0.8797 3.2639  0.002
18 C 3.2558 0.4971 3.0292  0.003
19 C 0.6498 -0.9531 3.2818  -0.001
20 C 1.0655 -1.6609 4.4078  0.000
21 C 0.2520 -1.7435 5.5296  0.000
22 C -0.9872 -1.1126 5.5412  0.000
23 C -1.4006 -0.3988 4.4255  0.000
24 C -0.5869 -0.3233 3.3002  0.000
25 N -0.4239 -1.8845 -0.3423  0.054
26 C -1.5903 0.4128 -3.9081  0.003
27 C -2.0246 -0.4193 -4.9337  0.001
28 C -1.8358 -0.0599 -6.2636  0.000
29 C -1.2043 1.1328 -6.5817  0.000
30 C -0.7675 1.9681 -5.5610  0.000
31 C -0.9623 1.6126 -4.2351  0.001
32 C -3.0355 0.7530 -1.8739  0.003
33 C -4.2667 0.5671 -2.5006  0.000
34 C -5.4123 1.1740 -2.0080  0.000
35 C -5.3450 1.9816 -0.8791  0.000
36 C -4.1250 2.1679 -0.2474  0.000
37 C -2.9758 1.5566 -0.7415  0.000
38 H -2.8972 -1.7626 -2.5351  0.000
39 H -1.1628 -1.9432 -2.8409  0.000
40 H -3.7221 -2.4674 -0.4281  0.000
41 H -3.1848 -3.4967 1.7813  0.000
42 H -0.8174 -3.5041 2.5646  0.000
43 H 1.5891 -3.1137 1.9393  0.000
44 H 1.9384 -2.2921 0.3944  0.007
45 H 3.8256 -2.4048 1.3784  0.000
46 H 6.1447 -1.7348 1.8067  0.000
47 H 6.6379 0.3911 2.9758  0.000
48 H 4.7715 1.8210 3.7586  0.000
49 H 2.4383 1.1401 3.3389  0.000
50 H 2.0414 -2.1356 4.4089  0.000
51 H 0.5904 -2.2919 6.4007  0.000
52 H -1.6205 -1.1700 6.4185  0.000
53 H -2.3603 0.1044 4.4272  0.000
54 H -0.8995 0.2405 2.4295  0.000
55 H -2.5011 -1.3676 -4.7113  0.000
56 H -2.1710 -0.7266 -7.0500  0.000
57 H -1.0419 1.4042 -7.6178  0.000
58 H -0.2610 2.8967 -5.7958  0.000
59 H -0.6087 2.2592 -3.4417  0.001
60 H -4.3311 -0.0486 -3.3916  0.000
61 H -6.3585 1.0228 -2.5135  0.000
62 H -6.2376 2.4683 -0.5031  0.000
63 H -4.0564 2.7959 0.6331  0.000
64 H -2.0278 1.7097 -0.2431  0.001
65 S 0.5935 2.8644 -0.0204  0.097
66 C 2.2975 2.8760 0.2279  0.018
67 S 3.1211 1.4761 -0.3709  0.033
68 C 2.9744 3.9015 0.8548  0.024
69 C 4.3913 3.8460 1.0597  0.003
70 N 5.5305 3.8114 1.2395  0.009
71 C 2.2802 5.0566 1.3416  0.007
72 N 1.7250 5.9897 1.7299  0.012
73 Cl 3.8823 -1.6682 -1.7462  0.021
74 Si 2.1753 -0.7022 -2.4799  0.100
75 Cl 1.2598 -2.2311 -3.5982  0.016
76 Cl 2.9121 0.5329 -3.9797  0.010

---

3.
Entry from OMol25: a structure of composition C37H27FeN5O2S3 (ωB97M-V/def2-TZVPD).

The value obtained for the calculated total energy is -117248.3736 eV. Its frontier orbital gap (alpha / beta) is 7.31 / 6.76 eV. The calculation puts the largest force on an atom at 0.68 eV/Å. The calculation puts the LUMO energy (alpha / beta) at -0.40 / -0.37 eV. The calculation puts the relative energy (zero: lowest compared OMol25 entry of this formula, charge and spin) at 18.0 kJ/mol. Its spin multiplicity is 5.

Last column: Löwdin spin population.
Geometry (Å):
1 Fe 0.2802 0.2421 -0.0797  3.683
2 O 4.1993 1.3504 -0.9787  0.012
3 C 2.9979 1.0350 -0.9384  0.009
4 N 2.2790 0.5325 0.0457  0.038
5 C 2.8952 0.3678 1.3395  0.004
6 C 1.9637 0.9525 2.3785  0.003
7 C 2.4238 1.6948 3.4576  0.001
8 C 1.5143 2.1945 4.3744  0.001
9 C 0.1636 1.9412 4.1979  0.001
10 C -0.2189 1.2010 3.0919  0.003
11 N 0.6500 0.7224 2.2019  0.029
12 C 2.1499 1.2951 -2.1828  0.003
13 C 2.6750 2.0824 -3.1952  0.000
14 C 1.8747 2.4039 -4.2782  0.001
15 C 0.5766 1.9180 -4.3265  0.001
16 C 0.1355 1.1248 -3.2818  0.003
17 N 0.8971 0.8183 -2.2307  0.031
18 H 2.9957 -0.7017 1.5668  0.000
19 H 3.8866 0.8166 1.3867  0.001
20 H 3.4862 1.8816 3.5690  0.000
21 H 1.8569 2.7798 5.2209  0.000
22 H -0.5764 2.3074 4.8970  0.000
23 H -1.2661 0.9740 2.9025  0.000
24 H 3.6965 2.4272 -3.1005  0.000
25 H 2.2561 3.0299 -5.0769  0.000
26 H -0.0804 2.1414 -5.1565  0.000
27 H -0.8682 0.7063 -3.2809  0.000
28 C -4.0668 -0.2583 -0.3749  0.001
29 C -2.6768 -0.4459 -0.3344  -0.009
30 N -1.8174 0.5482 -0.2273  0.023
31 C -2.3033 1.7983 -0.1606  -0.003
32 C -3.6673 2.0842 -0.1975  0.001
33 C -4.5619 1.0039 -0.3064  -0.011
34 C -4.1104 3.4525 -0.1277  0.000
35 C -3.2291 4.4643 -0.0384  0.002
36 C -1.8140 4.2051 -0.0040  0.000
37 C -0.8516 5.2257 0.0721  -0.002
38 C 0.4672 4.8969 0.1035  0.000
39 C 0.8253 3.5375 0.0722  0.002
40 N -0.0544 2.5715 0.0012  0.031
41 C -1.3508 2.8888 -0.0502  0.002
42 H -4.7176 -1.1197 -0.4577  0.001
43 H -2.2402 -1.4351 -0.3997  0.000
44 H -5.6306 1.1873 -0.3369  -0.001
45 H -5.1768 3.6517 -0.1515  0.000
46 H -3.5729 5.4920 0.0112  0.000
47 H -1.1653 6.2641 0.1053  0.000
48 H 1.2348 5.6572 0.1583  0.000
49 H 1.8670 3.2301 0.1142  0.000
50 O 0.2218 -1.6578 0.0094  0.108
51 C 0.0994 -3.0134 0.0455  0.019
52 C 1.4719 -3.6247 -0.2496  0.003
53 C 2.6224 -2.9228 -0.4052  0.000
54 C 3.7471 -3.7568 -0.7079  0.000
55 C 3.4165 -5.0722 -0.7794  0.000
56 S 1.7430 -5.3119 -0.4848  0.001
57 C -0.3789 -3.4123 1.4458  0.002
58 C 0.2684 -4.0901 2.4321  0.001
59 C -0.4493 -4.1143 3.6706  0.000
60 C -1.6273 -3.4411 3.6029  0.001
61 S -1.8659 -2.7734 2.0459  0.000
62 C -0.8713 -3.4854 -1.0580  0.003
63 C -0.7835 -3.1188 -2.3678  0.000
64 C -1.8082 -3.6864 -3.1805  0.000
65 C -2.6526 -4.4870 -2.4698  0.000
66 S -2.2000 -4.5470 -0.8212  0.001
67 H 2.6518 -1.8405 -0.3179  0.000
68 H 4.7523 -3.3810 -0.8601  0.000
69 H 4.0578 -5.9180 -0.9863  0.000
70 H 1.2355 -4.5549 2.2926  0.000
71 H -0.0934 -4.6124 4.5638  0.000
72 H -2.3713 -3.3058 4.3754  0.000
73 H -0.0031 -2.4534 -2.7240  0.000
74 H -1.9052 -3.5108 -4.2454  0.000
75 H -3.5090 -5.0472 -2.8203  0.000

---

Question: What is the formula in the first record?
Answer: C37H26F6N5O8PSbW